63
Properties=species:S:1:pos:R:3 method="wB97M-V/def2-TZVPD" charge=+1 relative_energy_kj_mol=0.00 homo_ev=-9.54 lumo_energy_ev=-5.1163
C 0.1307 -4.2082 -0.2883
O 0.3824 -2.8442 -0.6791
C 0.4504 -1.9507 0.2619
C 0.7333 -0.5977 -0.0638
C 0.7836 0.3369 0.9970
C 1.0849 1.6593 0.7379
C 1.3426 2.0978 -0.5691
C 1.6861 3.5324 -0.8245
C 1.2688 1.1731 -1.6227
C 0.9682 -0.1539 -1.3985
H 0.1449 -4.7625 -1.2239
H 0.9150 -4.5602 0.3919
H -0.8466 -4.2858 0.2042
H 0.2527 -2.2752 1.2931
H 0.5779 -0.0434 1.9974
H 1.1334 2.3906 1.5454
H 1.9126 3.6803 -1.8843
H 0.8554 4.1941 -0.5472
H 2.5573 3.8376 -0.2315
H 1.4607 1.5285 -2.6374
H 0.9065 -0.8786 -2.2108
C 5.7449 -1.5389 1.9388
C 5.4612 -3.0240 2.0679
C 5.0092 -3.4503 3.3493
P 4.8046 -5.1521 3.6880
C 3.9805 -6.1140 2.4051
C 4.7070 -6.5808 1.2985
C 4.0603 -7.2739 0.2766
C 2.6833 -7.5086 0.3431
C 1.9563 -7.0325 1.4391
C 2.5938 -6.3322 2.4632
C 6.3718 -5.9467 4.0849
C 6.5693 -7.3319 3.9513
C 7.8017 -7.8888 4.3030
C 8.8377 -7.0784 4.7788
C 8.6375 -5.7001 4.9092
C 7.4097 -5.1330 4.5669
C 3.7697 -5.2316 5.1621
C 3.9113 -6.2593 6.1096
C 3.1021 -6.2573 7.2486
C 2.1622 -5.2408 7.4500
C 2.0170 -4.2258 6.4975
C 2.8139 -4.2224 5.3499
O 5.6372 -3.7812 1.0941
H 5.3192 -0.9697 2.7686
H 6.8293 -1.3823 1.9178
H 5.3378 -1.1740 0.9925
H 4.9670 -2.7302 4.1699
H 5.7734 -6.3698 1.2159
H 4.6416 -7.6224 -0.5761
H 2.1763 -8.0482 -0.4594
H 0.8798 -7.1950 1.4992
H 2.0171 -5.9531 3.3092
H 5.7678 -7.9714 3.5752
H 7.9493 -8.9634 4.2022
H 9.8007 -7.5183 5.0462
H 9.4362 -5.0586 5.2794
H 7.2464 -4.0576 4.6614
H 4.6472 -7.0502 5.9542
H 3.2131 -7.0550 7.9834
H 1.5429 -5.2369 8.3493
H 1.2857 -3.4317 6.6394
H 2.7047 -3.4312 4.6053

***

122
Properties=species:S:1:pos:R:3 method="wB97M-V/def2-TZVPD" charge=0 homo_ev=-8.11 lumo_energy_ev=0.2657
Bi -0.2332 -0.8460 1.0747
C 1.8138 -3.3577 -1.4666
C 1.5204 -2.5720 -2.7099
C 1.3409 -3.2182 -3.9319
C 1.1301 -2.4639 -5.0674
C 1.1084 -1.0818 -4.9498
C 1.2733 -0.5002 -3.6950
N 1.4711 -1.2383 -2.5983
Sb 1.2418 1.6523 -3.8682
C -0.7914 2.0785 -3.2925
C -1.1916 3.4062 -3.3680
C -2.4968 3.7328 -3.0329
C -3.3537 2.7189 -2.6560
C -2.8862 1.4058 -2.6291
C -3.8066 0.2850 -2.2390
N -1.6250 1.0927 -2.9442
C 2.2366 2.6039 -2.1908
C 2.2092 3.9913 -2.2947
C 2.7592 4.7555 -1.2774
C 3.3650 4.1113 -0.2165
C 3.4135 2.7199 -0.2104
C 4.0918 1.9728 0.8986
N 2.8395 1.9859 -1.1737
H 1.6708 -4.4240 -1.6313
H 1.1504 -3.0598 -0.6555
H 2.8409 -3.1818 -1.1393
H 1.3790 -4.2987 -3.9728
H 0.9986 -2.9372 -6.0325
H 0.9691 -0.4596 -5.8255
H -0.4943 4.1781 -3.6675
H -2.8346 4.7610 -3.0642
H -4.3801 2.9270 -2.3827
H -4.4340 -0.0053 -3.0854
H -4.4710 0.5914 -1.4295
H -3.2282 -0.5797 -1.9197
H 1.7690 4.4720 -3.1601
H 2.7225 5.8370 -1.3188
H 3.8092 4.6653 0.5997
H 4.7559 1.2105 0.4887
H 3.3483 1.4747 1.5238
H 4.6615 2.6400 1.5432
C 4.8705 -2.5507 3.6391
C 3.5231 -2.8264 4.2960
C 3.6573 -3.6650 5.5456
O 2.8522 -1.6328 4.6284
C 2.1963 -1.2081 3.4462
C 1.6971 -2.5659 2.8439
O 2.6696 -3.4729 3.3481
C 0.2615 -3.1480 3.0072
O -0.6870 -2.1939 2.5749
C 0.0946 -4.3940 2.1135
C 1.1187 -5.0292 1.4240
C 0.8571 -6.1566 0.6483
C -0.4248 -6.6660 0.5572
C -1.4564 -6.0373 1.2479
C -1.1982 -4.9140 2.0108
C -0.1030 -3.5633 4.4335
C 0.5231 -4.6528 5.0372
C 0.1390 -5.0783 6.2984
C -0.8981 -4.4379 6.9657
C -1.5447 -3.3757 6.3559
C -1.1512 -2.9390 5.0973
C 1.3218 0.0529 3.6544
O 0.7869 0.3768 2.3824
C 0.2592 -0.0363 4.7483
C -1.0140 0.4554 4.4997
C -1.9780 0.4760 5.4986
C -1.6683 0.0256 6.7719
C -0.3869 -0.4378 7.0367
C 0.5723 -0.4661 6.0373
C 2.2004 1.2790 4.0006
C 3.4473 1.2196 4.6101
C 4.1638 2.3845 4.8708
C 3.6420 3.6234 4.5430
C 2.3866 3.6921 3.9490
C 1.6774 2.5343 3.6827
H 5.5157 -1.9995 4.3244
H 4.7494 -1.9753 2.7217
H 5.3532 -3.4946 3.3851
H 4.4107 -3.2274 6.2016
H 3.9706 -4.6753 5.2819
H 2.7058 -3.7087 6.0700
H 2.9442 -0.8678 2.7166
H 1.8534 -2.4870 1.7570
H 2.1368 -4.6727 1.4948
H 1.6716 -6.6386 0.1207
H -0.6229 -7.5508 -0.0350
H -2.4634 -6.4342 1.1968
H -2.0001 -4.4248 2.5517
H 1.3003 -5.1841 4.5046
H 0.6415 -5.9219 6.7564
H -1.2043 -4.7738 7.9487
H -2.3604 -2.8723 6.8601
H -1.6527 -2.1042 4.6281
H -1.2554 0.8424 3.5221
H -2.9693 0.8497 5.2733
H -2.4161 0.0402 7.5553
H -0.1309 -0.7864 8.0297
H 1.5653 -0.8243 6.2630
H 3.8760 0.2673 4.8814
H 5.1373 2.3124 5.3404
H 4.2001 4.5272 4.7535
H 1.9553 4.6532 3.6954
H 0.7068 2.5965 3.2094
O -0.3845 2.8813 0.0906
C -0.1366 1.9084 -0.4145
O 2.6277 -0.7775 -0.0649
H 2.2071 -0.9677 -0.9256
H 2.8138 0.1676 -0.1819
F -2.4307 1.3629 1.6444
C -2.3871 0.0130 1.3696
F -3.0716 -0.6204 2.3686
H -2.9582 -0.1381 0.4468
C -3.2402 -3.9195 -1.1431
S -1.8302 -2.8602 -1.4922
C -2.1084 -2.5363 -3.2399
H -4.1765 -3.3989 -1.3472
H -3.1973 -4.1763 -0.0874
H -3.1950 -4.8380 -1.7278
H -1.8691 -3.4107 -3.8442
H -1.4623 -1.7063 -3.5246
H -3.1435 -2.2423 -3.4166

***

45
Properties=species:S:1:pos:R:3 method="wB97M-V/def2-TZVPD" charge=+1 relative_energy_kj_mol=304.22 homo_ev="-12.15 / -12.14" multiplicity=2 lumo_energy_ev="-2.7755 / -9.7684"
C 2.6413 0.9196 3.5218
O 1.3461 1.5627 3.3640
H 2.4535 -0.0765 3.9225
H 3.2009 0.8971 2.5867
H 3.2827 1.2962 4.3186
H 0.8427 1.2266 2.6189
C 0.2252 -2.6469 4.5466
O 1.4677 -2.8095 3.9724
H -0.1383 -1.6232 4.4570
H -0.6214 -3.1760 4.1093
H 0.3677 -2.9426 5.5860
H 1.3818 -2.3663 3.1251
C -4.8720 0.1566 -3.0342
O -4.3175 -1.2033 -3.0591
H -4.5170 0.4990 -2.0622
H -4.4849 0.8098 -3.8163
H -5.9488 0.0196 -3.1326
H -3.4734 -1.3009 -3.5058
C -0.4046 3.3929 -3.4054
C -0.2858 4.1511 -2.1365
O -1.6422 4.2880 -1.6593
H -0.7421 4.1301 -4.1340
H -1.0770 2.5423 -3.2937
H 0.5623 2.9949 -3.7135
H 0.2931 5.0515 -2.3423
H 0.2981 3.5493 -1.4400
H -1.6253 4.7120 -0.7981
C 2.3763 -2.3842 -1.2964
C 2.0508 -2.8851 0.0809
O 2.0878 -1.8788 1.0483
H 1.5886 -1.6693 -1.5343
H 2.3839 -3.3160 -1.8620
H 3.3564 -1.9114 -1.3589
H 2.8146 -3.6435 0.2528
H 1.0561 -3.3307 0.0913
H 2.9623 -1.8570 1.4437
C -1.3563 -0.4622 -0.5029
C -0.0969 0.4225 -0.1347
O 0.3512 0.0505 1.1352
H -2.1011 -0.6089 0.2793
H -1.0653 -1.4781 -0.7698
H -1.8847 -0.0641 -1.3691
H -0.3852 1.4664 -0.2581
H 0.7585 0.2146 -0.7774
H 0.8899 -0.7188 0.9366

***

68
Properties=species:S:1:pos:R:3 method="wB97M-V/def2-TZVPD" charge=+1 homo_ev=-9.77 lumo_energy_ev=-2.7306
Mg 0.5035 -0.3664 -0.0882
P 1.0021 0.6182 -2.1494
P -0.1203 -1.4563 1.9085
N 0.3587 -2.0365 -0.9701
C 1.0954 -0.9910 -3.0491
H 0.8961 -0.8518 -4.1186
H 2.1256 -1.3677 -2.9279
C 0.1252 -2.0029 -2.3872
H -0.9215 -1.7098 -2.6590
H 0.2868 -2.9992 -2.8357
C -0.4420 -3.0493 -0.3386
H -0.2741 -4.0334 -0.8113
H -1.5436 -2.8567 -0.4148
C -0.0723 -3.1433 1.1629
H 0.9701 -3.4980 1.2425
H -0.7207 -3.8331 1.7166
C -1.8428 -1.2385 2.5227
C -2.2104 0.1954 2.8850
H -3.2907 0.2868 3.0496
H -1.9750 0.8981 2.0344
H -1.6687 0.5853 3.7388
C 1.1580 -1.4082 3.2074
C 1.1147 -0.1026 4.0176
H 2.0152 -0.0329 4.6478
H 0.2456 -0.0794 4.6860
H 1.0850 0.7859 3.3738
C 2.6625 1.3666 -2.2255
C 2.6847 2.7922 -1.6481
H 3.7283 3.1254 -1.5337
H 2.2035 2.8483 -0.6630
H 2.1871 3.5006 -2.3212
C -0.3131 1.5827 -3.0003
C -0.8003 2.8034 -2.2142
H -1.6967 3.2211 -2.6954
H -0.0442 3.5856 -2.1374
H -1.0995 2.5203 -1.1785
C 0.4872 1.4529 0.8453
C 1.1720 -2.6507 4.1138
H 0.3047 -2.6744 4.7816
H 1.1982 -3.5813 3.5410
H 2.0720 -2.6212 4.7434
C 3.3146 1.2998 -3.6184
H 4.3660 1.6080 -3.5342
H 3.2975 0.2891 -4.0345
H 2.8284 1.9789 -4.3259
C 0.0763 1.9751 -4.4356
H -0.8177 2.3485 -4.9598
H 0.8159 2.7845 -4.4414
H 0.4685 1.1326 -5.0122
C -2.1761 -2.1779 3.6924
H -1.6951 -1.8458 4.6209
H -3.2641 -2.1621 3.8677
H -1.8896 -3.2155 3.4973
H -2.4450 -1.5472 1.6460
H -1.1424 0.8533 -3.0508
H 2.0945 -1.4118 2.6167
H 3.2487 0.7170 -1.5491
O 0.4467 2.5658 1.4058
H 3.2746 -1.1763 -0.0550
H 3.2456 -0.6311 0.4465
N -3.0478 2.7355 0.5760
C -3.0039 1.4785 0.1410
N -4.0425 0.7392 -0.1947
S -1.5343 0.7071 0.0299
H -3.9208 3.2107 0.6375
H -2.2134 3.2898 0.8603
H -3.9702 -0.2478 -0.5105
H -4.9608 1.1182 -0.1673

***

Number 1: largest force on an atom 1.7 eV Å⁻¹, calculated total energy -1652.728632 hartree. Number 2: largest force on an atom 0.6 eV Å⁻¹, calculated total energy -3721.072639 hartree. Number 3: largest force on an atom 3.2 eV Å⁻¹, calculated total energy -811.849430 hartree. Number 4: largest force on an atom 10.7 eV Å⁻¹, calculated total energy -2231.264564 hartree.